Model i:
{
  "formula": "C3H4N2O3",
  "method": "ωB97M-V/def2-TZVPD",
  "lumo_energy_ev": -0.36,
  "multiplicity": 1,
  "molar_mass_g_mol": 116.08,
  "homo_lumo_gap_ev": 9.6372,
  "species": ["C", "C", "C", "H", "H", "H", "H", "N", "N", "O", "O", "O"],
  "xyz": [[0.547, -0.592, -2.384], [-0.425, 0.255, -0.308], [-0.685, 0.919, 1.880], [1.128, 0.000, -3.456], [0.634, -1.479, 0.263], [0.496, 1.391, 1.863], [-1.247, 0.742, 2.936], [-0.033, 0.439, -1.668], [0.398, -0.431, 0.564], [0.622, -1.852, -2.090], [-0.182, -0.459, 1.881], [-1.252, 1.068, 0.521]]
}

=====

Model ii:
{
  "formula": "C3H4N2O3",
  "method": "ωB97M-V/def2-TZVPD",
  "smiles": "O=CN/N=C/C(=O)O",
  "lumo_energy_ev": -0.27,
  "multiplicity": 1,
  "molar_mass_g_mol": 116.08,
  "homo_lumo_gap_ev": 9.7674,
  "species": ["O", "C", "N", "N", "C", "C", "O", "O", "H", "H", "H", "H"],
  "xyz": [[0.334, 2.692, -2.395], [0.223, 1.799, -1.486], [0.641, 0.412, -1.661], [0.430, -0.415, -0.511], [0.172, 0.043, 0.694], [-0.300, -1.249, 1.435], [0.024, -2.353, 1.420], [-1.307, -0.941, 2.279], [-0.167, 2.027, -0.352], [1.099, -0.120, -2.517], [0.025, 1.137, 0.846], [-1.435, -1.759, 2.943]]
}

=====

What is the most stable structure shown above? It is model ii.